Arrangement P

{"formula": "C9H14", "method": "ωB97M-V/def2-TZVPD", "e_lumo_ev": 1.05, "smiles": "Cc1ccccc1.CC", "symbols": ["C", "C", "C", "C", "C", "C", "C", "H", "H", "H", "H", "H", "H", "H", "H", "C", "C", "H", "H", "H", "H", "H", "H"], "xyz": [[0.07166, -4.15386, -0.21381], [-0.10774, -2.70215, 0.19991], [0.74632, -1.72755, -0.29314], [0.53149, -0.39522, 0.04872], [-0.57638, -0.04295, 0.79507], [-1.37828, -1.02151, 1.36053], [-1.15569, -2.35180, 1.05731], [0.53866, -4.17886, -1.19705], [-0.89464, -4.64372, -0.29217], [0.70146, -4.71785, 0.47140], [1.59824, -2.02397, -0.89101], [1.21355, 0.38833, -0.24365], [-0.84941, 0.99789, 0.92948], [-2.21412, -0.72459, 1.97725], [-1.69486, -3.13376, 1.57494], [0.46017, 3.06810, -0.94172], [0.36566, 4.52605, -0.43867], [1.32826, 2.60727, -0.46345], [-0.41914, 2.49915, -0.64948], [0.54155, 3.02754, -2.02356], [0.54562, 5.30421, -1.17745], [1.18620, 4.72024, 0.27176], [-0.53856, 4.67899, 0.13882]]}



Arrangement Q

{"formula": "C9H14", "method": "ωB97M-V/def2-TZVPD", "e_lumo_ev": 0.99, "smiles": "Cc1ccccc1.CC", "symbols": ["C", "C", "C", "C", "C", "C", "C", "H", "H", "H", "H", "H", "H", "H", "H", "C", "C", "H", "H", "H", "H", "H", "H"], "xyz": [[-1.95880, 0.45596, 2.22310], [-0.47033, 0.29844, 2.00711], [0.12852, 1.04157, 0.99482], [1.47564, 0.84680, 0.71388], [2.22280, -0.06677, 1.44328], [1.63147, -0.73584, 2.50160], [0.27559, -0.60442, 2.76745], [-2.25538, 1.50395, 2.20873], [-2.25699, 0.07693, 3.20245], [-2.48669, -0.11139, 1.46703], [-0.47516, 1.66656, 0.35212], [1.96383, 1.39258, -0.08717], [3.26775, -0.23822, 1.21708], [2.20338, -1.38760, 3.13903], [-0.24534, -1.03203, 3.61335], [-0.25660, 0.18427, -3.96571], [-0.50462, -0.95419, -2.98530], [0.22550, 1.03750, -3.49147], [0.39537, -0.13778, -4.77500], [-1.16285, 0.51383, -4.47372], [-0.37389, -0.61765, -1.95287], [-1.52447, -1.33753, -3.03136], [0.18128, -1.79497, -3.08843]]}



arrangement Q is the most stable structure; the next one sits 0.0039 hartree above it.